(1)
15
Properties=species:S:1:pos:R:3 method="wB97M-V/def2-TZVPD" molar_mass_g_mol=90.1 total_charge=+1 homo_energy_ev=-13.95 gap_ha=0.375 lumo_ev=-3.751
F 2.02 -0.26 -0.50
N -0.03 -1.80 0.23
C 1.04 0.37 0.22
C -0.25 1.14 -1.25
C 0.36 -0.64 1.10
C -0.78 2.31 -1.06
H -0.51 -0.22 1.59
H 1.43 1.26 0.71
H -0.26 0.46 -2.08
H -0.64 2.91 -0.18
H 1.06 -1.01 1.85
H -0.83 -1.53 -0.36
H -1.42 2.73 -1.83
H -0.27 -2.63 0.77
H 0.77 -2.00 -0.39

---

(2)
15
Properties=species:S:1:pos:R:3 method="wB97M-V/def2-TZVPD" spin_multiplicity=3 molar_mass_g_mol=90.1 s_squared=2.01 total_charge=+1 homo_energy_ev="-12.44 / -16.75" gap_ha="0.262 / 0.313" lumo_ev="-5.316 / -8.224"
F 0.43 0.26 2.49
N -0.68 0.44 0.58
C 2.81 -1.34 -1.16
C -1.64 1.32 1.14
C 0.18 -0.18 1.27
C -0.82 -0.10 -0.82
H -1.68 -0.85 -0.92
H 2.30 -1.17 -2.16
H -2.25 1.54 0.32
H 0.05 -0.74 -1.17
H -2.28 1.05 1.99
H 2.59 -0.88 -0.28
H -1.14 2.25 1.32
H -1.11 0.70 -1.44
H 3.24 -2.30 -1.15

---

(3)
16
Properties=species:S:1:pos:R:3 method="wB97M-V/def2-TZVPD" molar_mass_g_mol=104.1 total_charge=0 homo_energy_ev=-8.99 gap_ha=0.352 lumo_ev=0.574
F -2.53 -0.22 -0.29
N 2.01 -0.09 -0.14
N -0.20 1.63 -0.51
C -0.13 -1.17 -0.47
C -0.28 0.76 0.54
C 0.81 -0.40 0.39
C -1.26 -0.44 0.38
H -0.60 1.17 1.49
H -1.18 1.53 -0.84
H -1.43 -1.05 1.26
H -0.11 -0.65 -1.39
H -0.04 -2.26 -0.61
H 0.93 -1.08 1.33
H 1.61 0.71 -0.71
H 0.05 2.50 0.40
H 2.35 -0.93 -0.82

---

(4)
17
Properties=species:S:1:pos:R:3 method="wB97M-V/def2-TZVPD" molar_mass_g_mol=120.1 total_charge=0 homo_energy_ev=-8.88 gap_ha=0.361 lumo_ev=0.952
F -1.56 1.87 0.27
O -1.46 -0.68 0.30
N 1.92 0.18 -0.66
N 0.70 -0.64 -0.52
C -1.46 -2.03 -0.10
C -0.37 1.56 -0.28
C 2.40 -0.21 0.80
C -0.31 0.01 -0.02
H -0.21 1.78 -1.32
H 1.92 -1.23 1.26
H 3.62 0.05 1.29
H 0.55 2.10 0.21
H -0.58 -2.01 -0.99
H 2.48 -0.35 -1.51
H 1.41 0.37 1.34
H -2.55 -2.47 -0.09
H -0.87 -2.41 0.80

---

(5)
17
Properties=species:S:1:pos:R:3 method="wB97M-V/def2-TZVPD" molar_mass_g_mol=118.1 total_charge=+1 homo_energy_ev="-12.87 / -12.87" gap_ha="0.351 / 0.351" lumo_ev="-3.327 / -3.327"
F 0.80 -0.77 1.76
N -2.02 -0.58 1.43
N -0.49 0.09 -0.18
N -2.58 0.94 -0.32
C -1.74 0.08 0.31
C 2.46 0.41 -0.17
C 3.07 0.09 -1.26
C 0.58 -0.64 0.37
H 3.15 -0.85 -1.81
H 0.69 -1.63 -0.08
H -2.14 1.35 -1.11
H -2.81 -0.32 2.10
H 3.95 0.70 -1.37
H 2.28 1.39 0.27
H -1.34 -1.20 1.77
H -3.54 0.71 -0.54
H -0.33 0.24 -1.17

---

(6)
17
Properties=species:S:1:pos:R:3 method="wB97M-V/def2-TZVPD" molar_mass_g_mol=118.1 total_charge=+1 homo_energy_ev=-13.47 gap_ha=0.321 lumo_ev=-4.739
F 0.06 1.89 1.93
N 1.64 -0.59 0.46
N -1.22 0.73 0.36
N -0.24 0.50 -0.58
C 2.79 -1.40 0.25
C -2.56 0.41 -0.07
C -1.08 1.37 1.48
C 1.08 0.03 -0.46
H 3.05 -1.56 -0.89
H 2.63 -2.35 0.77
H 3.62 -0.96 0.96
H -0.45 0.41 -1.56
H -3.02 0.08 0.84
H -2.89 1.31 -0.49
H -1.93 1.50 2.12
H 1.44 0.03 -1.48
H -2.48 -0.35 -0.74

---

(7)
17
Properties=species:S:1:pos:R:3 method="wB97M-V/def2-TZVPD" spin_multiplicity=3 molar_mass_g_mol=138.2 s_squared=2.01 total_charge=+1 homo_energy_ev="-10.70 / -14.22" gap_ha="0.280 / 0.274" lumo_ev="-3.085 / -6.748"
S 2.58 0.14 1.38
F -0.12 1.42 1.96
O -1.12 1.69 -0.65
N -0.89 -0.91 -0.38
C -0.37 -0.77 1.10
C 0.36 0.64 0.97
C 0.16 1.13 -0.48
C 0.21 -0.18 -1.12
H -1.02 -1.85 -0.71
H 0.05 -0.31 -2.20
H 1.19 -0.72 -0.84
H 0.20 -1.59 1.44
H 2.55 -0.08 2.60
H -1.20 2.57 -0.33
H -1.61 -0.24 -0.64
H 0.94 1.76 -0.85
H -1.20 -0.80 1.80

---

(8)
18
Properties=species:S:1:pos:R:3 method="wB97M-V/def2-TZVPD" molar_mass_g_mol=156.2 total_charge=0 homo_energy_ev=-10.91 gap_ha=0.425 smiles="CC(C)(CO)S(=O)(=O)F" lumo_ev=0.655
S 1.69 0.03 0.12
F 2.14 -1.06 -1.05
O -0.41 2.26 0.17
O 2.20 -0.48 1.35
O 2.14 1.31 -0.35
C -0.31 -0.17 0.00
C -0.72 1.06 0.80
C -0.55 -1.48 0.68
C -0.64 -0.11 -1.46
H -1.81 1.07 0.94
H -0.41 0.88 -1.86
H -0.04 -2.28 0.14
H -0.17 -1.46 1.70
H -0.08 -0.86 -2.02
H -1.62 -1.71 0.70
H -0.25 0.99 1.79
H -1.70 -0.29 -1.61
H 0.55 2.29 -0.02

---

(9)
16
Properties=species:S:1:pos:R:3 method="wB97M-V/def2-TZVPD" molar_mass_g_mol=124.2 total_charge=0 homo_energy_ev=-8.66 gap_ha=0.342 smiles="C=CF.CCSO" lumo_ev=0.649
S -0.36 0.40 0.38
F 3.09 -1.20 0.10
O -1.20 1.73 -0.14
C 3.08 1.13 0.16
C 3.13 0.00 -0.51
C -2.47 -1.12 -0.55
C -1.71 -0.78 0.71
H -2.36 -0.35 1.47
H -2.82 -0.21 -1.04
H 3.21 -0.10 -1.59
H -1.33 2.35 0.58
H 3.00 1.14 1.23
H -3.33 -1.75 -0.31
H -1.19 -1.65 1.12
H -1.84 -1.66 -1.25
H 3.10 2.07 -0.36

---

(10)
15
Properties=species:S:1:pos:R:3 method="wB97M-V/def2-TZVPD" molar_mass_g_mol=108.2 total_charge=0 homo_energy_ev=-8.91 gap_ha=0.343 lumo_ev=0.427
S -1.23 1.59 0.10
F -2.13 -0.73 -0.08
C 0.58 -0.30 1.24
C -0.92 -0.72 -0.70
C 0.01 0.21 -0.09
C 1.09 0.64 -0.92
H 1.88 1.04 -0.30
H -1.20 -0.50 -1.69
H -0.18 -1.60 1.52
H 2.02 -0.60 1.06
H 1.48 -0.42 -1.14
H 0.67 1.32 -1.74
H -0.32 -1.66 -0.50
H 0.22 0.83 2.17
H -1.96 0.88 1.06

---

(11)
19
Properties=species:S:1:pos:R:3 method="wB97M-V/def2-TZVPD" spin_multiplicity=2 molar_mass_g_mol=346.0 s_squared=0.77 total_charge=0 homo_energy_ev="-6.90 / -7.99" gap_ha="0.240 / 0.274" lumo_ev="-0.353 / -0.528"
Hg 3.95 0.97 -0.84
Mg 1.14 1.08 0.34
O -0.89 0.96 0.26
O 1.99 1.78 -1.18
O 0.30 -1.57 0.57
O 2.34 -0.48 0.35
C -1.48 -0.28 -0.17
C 1.73 -1.68 0.55
C -1.82 1.97 0.63
C -0.38 -1.21 -0.63
H -2.18 -0.07 -0.98
H 1.96 -2.39 -0.27
H -2.06 -0.69 0.67
H -0.93 -1.64 -1.65
H -2.47 2.21 -0.22
H -1.23 2.85 0.92
H 0.44 -1.28 -1.36
H 2.00 -2.14 1.52
H -2.42 1.61 1.48

---

(12)
16
Properties=species:S:1:pos:R:3 method="wB97M-V/def2-TZVPD" molar_mass_g_mol=324.9 total_charge=0 homo_energy_ev=-9.21 gap_ha=0.339 lumo_ev=0.003
I -3.83 -3.49 0.39
I -1.88 1.66 -0.25
N 0.61 3.32 0.86
C -0.13 -1.55 -0.07
C 1.48 0.05 -0.75
C 0.08 2.81 -0.13
C 0.83 -0.79 0.29
H 0.99 0.21 -1.73
H 1.22 -0.56 1.27
H 2.45 -0.21 -0.91
H 1.68 1.01 -0.32
H 0.65 2.85 -1.11
H 0.18 3.15 1.75
H -0.46 -1.78 -1.16
H -0.87 -2.12 0.58
H -2.97 -4.54 1.28

---

(13)
17
Properties=species:S:1:pos:R:3 method="wB97M-V/def2-TZVPD" molar_mass_g_mol=465.9 total_charge=0 homo_energy_ev=-8.59 gap_ha=0.272 lumo_ev=-1.177
I -3.95 -3.58 1.81
I -1.02 -4.97 -0.62
I -3.57 -2.00 -1.97
Si -2.30 -2.95 -0.01
C 0.42 1.06 0.33
C -0.48 0.00 -0.23
C -0.75 -0.92 0.88
C 0.21 -0.62 -1.48
H 1.16 1.48 -0.31
H -1.45 0.32 -0.50
H 0.09 -1.48 1.34
H -1.32 -0.66 1.72
H -0.19 1.91 0.63
H 0.78 -1.53 -1.39
H 1.23 0.73 1.10
H -0.40 -0.82 -2.34
H 0.94 0.07 -1.89

---

(14)
17
Properties=species:S:1:pos:R:3 method="wB97M-V/def2-TZVPD" molar_mass_g_mol=226.0 total_charge=+1 homo_energy_ev="-13.08 / -13.34" gap_ha="0.284 / 0.278" lumo_ev="-5.342 / -5.768"
I 0.83 3.28 -2.87
N 1.13 2.80 -0.99
N 0.59 -0.11 -1.85
N 0.02 -1.62 0.63
C 0.40 -2.37 1.54
C -1.49 0.10 0.77
C 0.58 0.37 -0.69
C 0.04 -0.18 0.64
H -2.08 -0.91 0.59
H -1.66 0.47 1.86
H 0.43 -1.12 -2.11
H 0.73 -1.99 2.55
H -1.84 0.83 0.02
H 0.35 -3.46 1.25
H 0.66 0.30 1.51
H 0.67 0.47 -2.63
H 0.64 3.15 -0.23

---

(15)
20
Properties=species:S:1:pos:R:3 method="wB97M-V/def2-TZVPD" molar_mass_g_mol=295.0 total_charge=-1 homo_energy_ev=-2.22 gap_ha=0.184 lumo_ev=2.800
I -0.41 0.72 1.89
P 2.92 1.61 -1.67
O 1.30 1.26 -1.77
O 3.15 3.02 -2.03
O 3.20 -0.41 2.39
O -0.42 0.12 -1.01
O 1.68 -0.51 -0.41
C -0.93 -0.48 0.17
C -3.15 -1.07 1.24
C 0.92 0.23 -1.00
C -2.43 -0.54 -0.01
H -2.64 -1.19 -0.85
H -4.03 -1.62 0.96
H 3.47 0.73 -2.61
H 3.39 1.31 -0.39
H -3.46 -0.25 1.87
H 3.20 -0.17 1.45
H -2.78 0.44 -0.29
H -0.53 -1.47 0.31
H -2.48 -1.72 1.78